Entry 1:
Below is a cluster of 3 separate species, C4H10N4O in total at a distorted geometry, with properties calculated with ωB97M-V with the def2-TZVPD basis set.

Structure (XYZ):
```
19
Properties=species:S:1:pos:R:3:forces:R:3:lowdin_charge:R:1
C 0.414 0.609 0.510 -1.735 0.760 -1.053 -0.363
N 0.152 -0.214 -0.504 1.200 -0.419 0.589 -0.070
C 1.952 -1.304 0.214 0.827 -0.707 -0.116 -0.395
N -0.859 -1.151 -0.327 0.053 0.188 0.135 0.001
N 1.419 1.515 0.433 0.075 -0.099 0.064 0.107
N 1.551 -2.579 0.253 -0.085 -0.011 -0.058 0.119
C -1.379 1.753 -0.474 -0.183 0.296 0.503 -0.062
C -2.664 1.460 -0.551 -0.068 -0.120 0.055 -0.137
O 3.068 -0.867 0.336 -0.406 -0.059 -0.125 0.024
H -0.025 0.467 1.497 -0.006 -0.002 -0.019 0.140
H -1.509 -0.914 0.422 0.111 0.094 -0.072 0.082
H -1.370 -1.207 -1.201 0.034 0.009 0.072 0.095
H 1.978 1.480 -0.409 -0.073 -0.098 0.065 0.108
H 1.967 1.635 1.271 -0.075 0.005 -0.074 0.104
H 0.567 -2.748 0.096 0.144 -0.032 -0.083 0.060
H 2.223 -3.339 0.247 -0.130 0.160 0.086 0.108
H -0.987 2.753 -0.657 0.072 -0.042 0.084 0.029
H -3.055 0.450 -0.408 0.062 0.112 0.102 0.015
H -3.444 2.202 -0.748 0.183 -0.036 -0.157 0.037
```
Forces are in eV/Å.

Summary:
net charge: 0
frontier orbital gap (alpha / beta): 7.02 / 7.86 eV
total energy: -12311.9750 eV
HOMO level (alpha / beta): -6.44 / -7.18 eV

Entry 2:
Below is the ion C4H10N4O with charge +2 at a distorted geometry, with properties calculated with ωB97M-V with the def2-TZVPD basis set.

Structure (XYZ):
```
19
Properties=species:S:1:pos:R:3:forces:R:3:lowdin_charge:R:1
C -1.589 0.083 0.002 -0.007 4.197 -1.092 -0.379
C 1.935 -0.011 -0.002 -2.155 -1.873 0.304 -0.209
C 0.519 -0.378 0.743 1.586 3.472 -0.721 -0.168
C -2.862 0.636 -0.283 -1.781 1.348 -0.277 -0.002
N -1.368 -1.220 0.116 -0.277 -7.294 -0.114 0.217
N -0.445 0.652 0.470 3.019 2.402 1.359 0.196
N 2.712 0.992 0.303 -0.804 0.462 1.028 0.271
N 2.060 -0.946 -0.891 -1.056 -1.260 -1.190 0.262
O -0.060 -1.551 0.295 -0.860 -0.143 -0.210 0.086
H 0.708 -0.426 1.776 0.318 -0.506 1.714 0.181
H -3.592 0.101 0.337 -0.462 0.282 -0.250 0.110
H -3.066 0.478 -1.352 -0.560 0.229 0.176 0.110
H -2.947 1.741 -0.049 0.225 -1.344 -0.289 0.138
H -1.947 -2.045 -0.308 1.222 1.822 0.881 0.282
H -0.120 1.684 0.538 -1.461 -2.356 -0.360 0.242
H 2.480 1.645 1.056 -0.133 -0.479 -0.159 0.167
H 3.627 1.198 -0.060 0.349 -0.400 -0.708 0.166
H 1.264 -1.625 -1.039 1.485 1.083 0.424 0.174
H 2.690 -1.006 -1.653 1.350 0.358 -0.516 0.156
```
Forces are in eV/Å.

Summary:
expectation value of S²: 2.01
net charge: +2
frontier orbital gap (alpha / beta): 6.53 / 8.02 eV
total energy: -12294.8051 eV
spin multiplicity: 3
HOMO level (alpha / beta): -14.27 / -19.96 eV

Entry 3:
Below is an isolated molecule of C4H10N4O2 at a distorted geometry, with properties calculated with ωB97M-V with the def2-TZVPD basis set.

Structure (XYZ):
```
20
Properties=species:S:1:pos:R:3:forces:R:3:lowdin_charge:R:1
C 0.187 0.254 -0.054 0.307 0.381 0.847 -0.374
C 0.665 1.301 2.065 -0.089 -0.093 0.316 -0.131
C 2.009 -0.592 -1.372 0.166 0.128 0.131 -0.056
C -0.298 -0.918 -2.123 -0.275 -0.081 -0.189 -0.061
N 0.949 0.846 0.739 -0.151 0.106 -0.260 0.057
N -2.698 -0.704 1.485 -0.293 -1.246 0.192 0.186
N 0.620 -0.195 -1.269 -0.356 -0.237 -0.394 -0.163
N -2.050 0.251 1.048 0.144 0.303 0.417 -0.408
O -1.142 -0.204 0.110 0.112 -0.574 -0.738 0.039
O -2.125 1.436 1.253 0.050 0.777 -0.052 0.061
H 1.626 1.515 2.532 -0.137 0.025 0.184 0.071
H 0.139 0.554 2.675 0.057 0.112 -0.013 0.079
H 0.068 2.215 2.052 0.049 -0.021 0.053 0.072
H 2.365 -0.407 -2.383 0.020 -0.002 -0.037 0.086
H 2.589 -0.002 -0.668 0.034 -0.054 -0.105 0.077
H 2.130 -1.656 -1.139 0.029 -0.025 -0.009 0.094
H 0.220 -1.173 -3.047 -0.001 0.054 0.017 0.088
H -0.669 -1.838 -1.658 0.056 0.009 -0.118 0.094
H -1.152 -0.285 -2.367 0.023 -0.145 -0.056 0.092
H -3.434 -0.401 2.122 0.255 0.584 -0.187 0.099
```
Forces are in eV/Å.

Summary:
net charge: 0
SMILES string: [H]/N=[N+](\[O-])O/C(=N\C)N(C)C
frontier orbital gap: 9.27 eV
total energy: -14360.8130 eV
HOMO level: -8.61 eV

Entry 4:
Below is a cluster of 2 separate species, C4H10N5O2 in total at a distorted geometry, with properties calculated with ωB97M-V with the def2-TZVPD basis set.

Structure (XYZ):
```
21
Properties=species:S:1:pos:R:3:forces:R:3:lowdin_charge:R:1
C -0.585 -1.786 0.011 -3.937 -1.048 -1.465 0.009
C -1.844 -1.000 0.289 -0.266 0.813 -1.118 -0.315
C 1.663 1.259 -0.236 1.096 -1.166 0.006 -0.429
C -3.174 -1.654 0.184 -1.285 3.182 0.745 0.001
N 2.129 0.012 -0.459 -1.642 0.217 0.269 0.105
N 0.433 1.601 -0.044 0.880 -2.203 -0.396 0.098
N 2.827 2.079 -0.227 -0.531 1.146 0.490 0.231
N 3.915 1.331 -0.421 -1.000 0.758 0.855 -0.244
N -1.771 0.275 0.489 0.414 1.207 -1.369 0.189
O 5.034 1.712 -0.466 0.040 -0.532 -0.083 0.199
O 3.492 0.061 -0.477 1.402 0.682 -0.577 0.098
H 0.150 -1.530 0.664 2.723 1.321 0.933 0.041
H -0.512 -1.684 -1.128 0.702 -0.307 1.674 0.152
H -4.011 -0.884 0.062 1.227 -0.883 -0.381 0.125
H -3.393 -1.936 1.178 -0.145 -0.987 1.356 0.093
H -3.318 -2.467 -0.455 0.276 -1.180 -1.035 0.080
H -0.849 -2.802 0.321 0.198 -0.187 -0.702 0.097
H 0.295 2.544 0.008 -0.340 3.085 0.151 0.036
H 2.898 3.048 0.178 0.352 -1.416 -0.855 0.229
H -2.517 0.953 0.287 -0.598 -1.213 0.720 0.148
H -0.862 0.867 0.242 0.432 -1.286 0.783 0.057
```
Forces are in eV/Å.

Summary:
net charge: +1
frontier orbital gap (alpha / beta): 8.17 / 8.17 eV
total energy: -15842.6027 eV
HOMO level (alpha / beta): -12.56 / -12.56 eV

Entry 5:
Below is the ion C4H10NO with charge -1 at a distorted geometry, with properties calculated with ωB97M-V with the def2-TZVPD basis set.

Structure (XYZ):
```
16
Properties=species:S:1:pos:R:3:forces:R:3:lowdin_charge:R:1
C -0.212 -2.134 0.614 0.211 -0.079 -0.463 -0.170
N -1.040 -0.973 0.374 -0.779 0.303 -0.060 -0.110
C -0.083 1.181 1.274 0.563 0.220 -0.864 -0.094
C -0.461 0.348 0.059 -0.133 0.044 -0.217 -0.433
C 0.635 0.334 -1.040 0.160 0.170 -0.187 -0.543
O 1.120 1.539 -1.364 -0.052 0.104 0.120 -0.357
H -0.800 -2.990 0.271 0.096 -0.200 0.377 0.065
H 0.041 -2.253 1.669 0.005 -0.024 0.070 0.060
H 0.709 -2.156 0.025 0.112 0.040 0.116 0.052
H -1.643 -1.197 -0.404 -0.014 0.006 -0.018 0.073
H 0.090 2.170 0.837 0.002 0.043 0.273 0.059
H -0.877 1.221 2.018 0.109 -0.144 0.159 0.055
H 0.897 0.887 1.664 -0.216 -0.193 0.365 0.067
H -1.270 0.903 -0.435 -0.149 -0.106 0.177 0.121
H 1.430 -0.399 -0.723 -0.018 0.030 0.058 0.073
H 0.106 -0.179 -1.906 0.102 -0.215 0.094 0.082
```
Forces are in eV/Å.

Summary:
net charge: -1
SMILES string: CN[C@@H](C)C[O-]
frontier orbital gap: 6.33 eV
total energy: -7846.7729 eV
HOMO level: -2.16 eV

Entry 6:
Below is a cluster of 2 separate species, C4H10NO in total, with properties calculated with ωB97M-V with the def2-TZVPD basis set.

Structure (XYZ):
```
16
Properties=species:S:1:pos:R:3:forces:R:3:lowdin_charge:R:1
C -1.378 1.006 -1.289 0.347 -0.248 0.094 -0.101
C -0.294 -0.064 -1.235 -0.184 -0.155 0.221 -0.623
C 0.812 0.115 -1.992 0.197 0.130 -0.210 -0.073
N -0.447 -1.078 -0.321 0.211 -0.030 -0.492 -0.073
H -1.348 1.537 -0.333 -0.144 0.052 -0.064 0.061
H -2.355 0.534 -1.387 -0.179 0.043 -0.065 0.053
H -1.202 1.706 -2.106 -0.148 0.085 -0.055 0.046
H 1.594 -0.631 -1.975 0.117 -0.037 0.006 0.009
H 0.938 0.981 -2.637 -0.017 -0.046 0.149 0.003
H -1.419 -1.375 -0.328 -0.212 0.263 0.298 -0.014
H -0.229 -0.304 1.096 0.010 -0.059 0.133 -0.003
C 1.280 -0.259 2.340 -0.093 0.091 0.030 -0.242
O 0.002 0.176 1.977 -0.031 -0.022 0.009 -0.215
H 1.832 0.564 2.811 0.032 -0.012 0.033 0.054
H 1.250 -1.094 3.060 0.014 0.008 -0.005 0.055
H 1.847 -0.592 1.468 0.080 -0.064 -0.084 0.061
```
Forces are in eV/Å.

Summary:
net charge: -1
frontier orbital gap: 6.72 eV
total energy: -7847.0778 eV
HOMO level: -2.37 eV

Entry 7:
Below is a cluster of 2 separate species, C4H10NO in total at a distorted geometry, with properties calculated with ωB97M-V with the def2-TZVPD basis set.

Structure (XYZ):
```
16
Properties=species:S:1:pos:R:3:forces:R:3:lowdin_charge:R:1
C -2.579 0.641 0.271 -0.048 1.771 -0.352 -0.065
C 2.303 -0.281 0.519 1.920 2.822 1.831 -0.422
N 1.922 0.432 1.657 0.844 -0.854 -1.820 -0.085
C 0.792 -0.006 0.454 -3.127 -0.966 0.534 -0.307
C 0.493 -0.544 -1.163 -0.784 -3.332 -2.018 -0.427
O -0.724 -1.182 -1.276 3.512 2.051 0.472 -0.327
H -3.040 -0.128 -0.340 0.679 -0.798 0.606 0.010
H -1.548 0.881 -0.079 -1.411 -0.016 -0.522 -0.009
H -2.379 0.531 1.339 -0.763 -0.788 0.000 0.016
H 2.942 0.318 -0.299 -1.256 -1.460 1.097 0.118
H 2.599 -1.357 0.665 -0.562 0.583 -0.728 0.097
H -3.341 1.458 0.133 1.120 -0.021 0.308 0.014
H 0.203 -0.853 0.928 0.605 1.362 -0.475 0.116
H 0.204 0.976 0.412 1.552 -1.540 0.192 0.113
H 1.463 -1.219 -1.414 -1.832 0.825 0.606 0.090
H 0.690 0.332 -1.807 -0.446 0.360 0.268 0.068
```
Forces are in eV/Å.

Summary:
net charge: -1
frontier orbital gap: 7.45 eV
total energy: -7842.3424 eV
HOMO level: -3.19 eV

Entry 8:
Below is a cluster of 3 separate species, C4H10NO in total at a distorted geometry, with properties calculated with ωB97M-V with the def2-TZVPD basis set.

Structure (XYZ):
```
16
Properties=species:S:1:pos:R:3:forces:R:3:lowdin_charge:R:1
C 1.270 0.411 -0.606 -1.718 -0.045 0.458 -0.034
C -0.831 -0.694 0.021 -1.146 1.440 -1.672 -0.321
C -1.319 0.479 0.795 0.491 1.099 -0.309 -0.043
C -1.587 -1.162 -0.976 -0.624 -1.129 0.994 0.121
N 0.646 -0.821 0.181 -1.929 1.228 -2.932 0.120
O 2.339 -0.067 -1.023 1.103 -1.200 -0.149 0.154
H 1.677 2.344 1.281 -0.096 -2.003 -1.895 0.120
H -1.925 1.253 0.283 0.588 -0.754 -0.393 0.122
H -0.445 0.993 1.177 -0.155 0.339 0.489 0.043
H -1.943 0.172 1.566 -0.926 -0.604 1.902 0.073
H -1.418 -1.881 -1.742 1.087 -0.542 -0.371 0.070
H 1.607 1.741 0.654 0.223 2.472 2.376 -0.001
H -2.689 -1.056 -0.917 0.860 0.838 0.150 0.111
H 0.958 -1.631 -0.313 0.770 -1.256 0.448 0.161
H 0.850 -0.682 1.135 0.745 -0.546 1.642 0.151
H 2.809 0.602 -1.515 0.728 0.661 -0.738 0.153
```
Forces are in eV/Å.

Summary:
net charge: +1
frontier orbital gap: 9.69 eV
total energy: -7835.6344 eV
HOMO level: -14.46 eV

Entry 9:
Below is a cluster of 2 separate species, C4H10NO in total at a distorted geometry, with properties calculated with ωB97M-V with the def2-TZVPD basis set.

Structure (XYZ):
```
16
Properties=species:S:1:pos:R:3:forces:R:3:lowdin_charge:R:1
C -1.994 -0.635 -0.804 -0.588 0.063 -0.447 0.022
C -0.878 -0.777 0.245 0.315 0.101 0.400 -0.236
C -0.690 -0.057 -1.020 0.872 -0.568 1.007 -0.314
C -0.925 0.005 1.544 -0.106 -0.071 -0.198 -0.042
N 2.553 0.703 -0.445 -0.793 0.300 -0.804 0.274
O 0.154 0.565 -1.626 -0.139 0.282 -0.478 0.097
H -2.271 -1.515 -1.368 0.054 -0.086 -0.139 0.131
H -2.834 0.011 -0.594 -0.072 0.194 0.050 0.132
H -0.430 -1.760 0.345 -0.068 -0.104 -0.225 0.148
H 0.073 0.094 1.975 0.005 0.032 0.038 0.070
H -1.556 -0.503 2.270 -0.027 0.019 0.034 0.090
H -1.322 1.003 1.375 -0.040 0.120 0.081 0.091
H 2.923 1.630 -0.678 0.093 -0.205 0.190 0.150
H 1.555 0.641 -0.948 0.453 -0.118 0.486 0.101
H 3.169 -0.010 -0.839 -0.011 0.066 0.176 0.148
H 2.472 0.604 0.568 0.052 -0.024 -0.172 0.139
```
Forces are in eV/Å.

Summary:
net charge: +1
frontier orbital gap: 10.09 eV
total energy: -7839.8302 eV
HOMO level: -13.73 eV

Entry 10:
Below is a cluster of 2 separate species, C4H10NO in total at a distorted geometry, with properties calculated with ωB97M-V with the def2-TZVPD basis set.

Structure (XYZ):
```
16
Properties=species:S:1:pos:R:3:forces:R:3:lowdin_charge:R:1
C 0.949 -0.632 -1.574 2.680 1.381 1.069 -0.021
C 0.430 -0.597 -0.152 -4.051 2.559 -3.568 0.136
C -0.402 0.694 0.192 3.313 -0.427 1.201 -0.101
C -1.724 0.713 -0.462 -3.476 2.532 -2.646 -0.215
O -2.297 1.786 -0.706 2.075 -3.761 0.954 0.123
N 2.272 -1.376 2.380 -2.268 0.929 -1.158 0.076
H 1.542 0.312 -1.743 -0.511 -0.698 0.102 0.127
H 0.249 -0.592 -2.424 -1.104 0.135 0.756 0.140
H 1.585 -1.445 -1.940 -0.098 -0.313 0.893 0.105
H -0.087 -1.469 0.185 0.641 -1.038 0.920 0.119
H 0.035 1.664 -0.007 0.653 -0.077 -0.367 0.143
H -0.826 0.830 1.186 0.651 -0.708 0.899 0.153
H -2.122 -0.283 -0.690 -0.693 0.211 -0.089 0.147
H 1.562 -0.990 1.659 1.847 -0.352 1.277 0.002
H 1.822 -2.221 2.715 0.498 -0.218 0.053 0.033
H 3.203 -1.530 2.018 -0.159 -0.158 -0.295 0.035
```
Forces are in eV/Å.

Summary:
net charge: +1
frontier orbital gap: 5.93 eV
total energy: -7835.9277 eV
HOMO level: -14.38 eV

Short version: relative energy (zero: lowest compared OMol25 entry of this formula, charge and spin) = 6.560; 0.000; 4.908; 7.387; 0.763; 0.458; 5.194; 5.683; 1.487; 5.389 eV, in the order given.